The following is a DFT calculation (ωB97M-V/def2-TZVPD) of a cluster of 2 separate species, CCl2NOP in total in a non-equilibrium geometry.

Atoms and positions in Å:
Cl 1.7772 -1.2450 0.6895
O 0.4063 -0.6501 -1.8125
Cl 0.6276 2.6477 0.0754
C -1.1250 -0.2753 0.4592
P 0.4416 -0.2919 -0.4111
N -2.1277 -0.1853 0.9994

Forces on the atoms, in the same order (eV/Å):
-0.383 0.541 0.017
-0.056 0.170 -0.176
0.002 -2.775 -0.390
1.562 -0.054 -0.644
-0.399 2.138 0.815
-0.726 -0.021 0.378

Computed properties:
relative energy (zero: lowest compared OMol25 entry of this formula, charge and spin): 253.1 kJ/mol
strongest force on any atom: 0.05450 hartree/bohr
orbital gap (alpha / beta): 7.44 / 7.22 eV
HOMO energy (alpha / beta): -10.954 / -10.856 eV
LUMO energy (alpha / beta): -3.52 / -3.64 eV